# 1
Molecular formula: C11H10F3NO6P2Yb
Method: DFT, ωB97M-V with the def2-TZVPD basis set

Structure (ORCA input):
```
! wB97M-V def2-TZVPD RIJCOSX def2/J DEFGRID3
* xyz 2 1
P 2.7042 0.2012 0.9413
O 2.8267 3.4695 0.8963
O 5.1049 2.0986 0.2020
N 2.8013 -1.1647 -0.2266
H -2.4156 -3.8029 2.2021
H -2.2776 -0.3782 -2.4852
Yb 1.5154 3.8449 -0.8140
H 2.0827 2.2078 -1.6325
O -4.2119 0.5177 -0.7048
F -3.2667 2.9393 0.9530
H 3.6604 -0.0986 2.0162
O 3.4485 -3.4891 0.7269
C -0.0411 -3.4915 1.5986
H -4.5846 0.6154 -1.6514
F -2.3723 0.8715 1.7877
H -3.5170 -1.8775 0.4682
C 0.9254 -2.6003 0.6191
H 1.8456 3.4992 0.6587
O 3.0943 2.2388 -1.6501
C -2.3441 1.7941 0.6291
C 0.2653 -1.4697 -0.3677
H -2.9533 2.0576 -1.5516
H 0.4464 -4.2748 2.3273
C -2.3399 -2.0441 0.4973
C 1.5857 -0.8640 -1.1274
C 2.5501 -2.5501 0.4053
C -1.3339 -1.1236 -0.4694
O 1.5278 -0.2774 -2.3255
C -1.8430 0.0679 -1.4739
F -0.9628 2.3725 0.5257
H -0.8696 0.6963 -1.7614
P 3.5087 2.0589 0.0636
C -1.6776 -3.1933 1.5049
C -2.8827 1.1488 -0.7821
*
```

## Properties
Calculated total energy = -83569.1429 eV

These are the Löwdin partial charges, in e, on atoms 1 to 6:
1. P 0.90
2. O -0.24
3. O -0.30
4. N -0.23
5. H 0.12
6. H 0.16


# 2
Molecular formula: C24H42Cl3LaN4O3Si
Method: DFT, ωB97M-V with the def2-TZVPD basis set

Structure (ORCA input):
```
! wB97M-V def2-TZVPD RIJCOSX def2/J DEFGRID3
* xyz 0 1
C -1.9025 -2.0344 0.4032
H 1.7516 6.8966 2.8860
C -1.9005 -2.5201 -4.5855
C 1.3438 -1.1459 3.8592
H -1.2776 -5.3350 -4.9687
C 0.5846 3.4286 -3.2385
C -0.0649 -3.3228 -0.4436
C -0.6424 -3.4562 1.9061
H 4.0690 -3.2883 -2.1829
O 0.9752 3.4017 3.1254
H -2.4003 0.3035 5.3211
C 0.4291 -1.5119 4.8139
H 3.3527 -3.7484 -0.5993
C -1.3805 -3.0104 -3.2778
H -0.4434 0.5425 -4.5340
H -1.7317 1.7338 -4.8664
C -1.1238 -2.4557 -0.6727
H -2.7003 -1.3150 0.2100
H 2.2179 -1.6894 3.5170
C 2.6706 -1.4252 0.0198
H 1.4539 6.6175 4.6139
C -1.2799 1.1044 -4.0822
H -0.8734 -4.7346 -2.1456
H -2.2130 -1.4379 5.6917
H -2.0679 0.4370 -3.6911
H 0.3914 -4.7488 -4.7634
C -1.7166 -0.4590 5.7140
H 0.9426 -4.5901 0.9659
N 2.9661 -1.7992 -1.2290
H -1.3512 3.7976 -0.9948
C 0.1598 -3.8449 0.8335
H 3.6683 -1.3246 -3.1020
H 2.2391 5.3314 3.6314
C -0.4777 -5.1614 -4.2339
H -1.0701 -2.1289 -5.1849
C -0.1137 0.4850 4.0360
O -0.9220 -0.7461 -2.3330
H -0.4823 -3.8863 2.8971
C -1.8670 3.0511 -1.6188
C 3.1946 -3.2008 -1.5319
C 1.4975 6.1294 3.6304
H 0.5696 -3.6359 -1.2751
H -0.6215 7.2748 2.4015
N 0.9902 0.1073 3.3617
Si -0.6486 2.1055 -2.6588
H -0.1194 -6.1227 -3.8411
H -2.3767 -3.3302 -5.1597
H -2.5922 -1.8464 -2.0523
H -2.4575 2.4141 -0.9494
H 0.0687 4.2774 -3.7080
C -1.6656 -2.5308 1.6869
Cl 0.7300 1.1048 -1.1084
H -1.7681 5.9330 2.7508
H 2.4664 -2.2674 0.7035
Cl 2.7333 3.7424 0.3446
Cl -1.4186 1.7614 1.4541
O 2.6337 -0.2443 0.4399
H -2.5926 -1.6840 -4.4441
H -0.6747 1.4081 3.9049
H 3.3635 0.0981 -2.0296
C 0.0326 4.2465 3.1366
C -1.4752 -1.9623 -2.1039
N -0.5044 -0.4833 4.8865
H -2.5384 3.5912 -2.3055
C 3.0005 -0.8786 -2.3582
N 0.1974 5.5517 3.3052
H -1.0062 3.9188 2.9664
H -1.1742 6.9840 4.0713
H 0.3711 -2.3976 5.4279
H -1.4814 -0.2144 6.7594
C -0.9014 -4.2629 -3.1219
C -0.9051 6.4934 3.1232
H 1.9936 -0.7620 -2.7873
H 1.2187 3.8172 -2.4303
H 2.3384 -3.6421 -2.0553
La 1.3774 1.7168 1.3644
H -2.3181 -2.2390 2.5092
H 1.2494 3.0190 -4.0050
*
```

## Properties
Calculated total energy = -83982.0788 eV
ΔE to the lowest compared entry with this formula, charge and spin = 2.870 eV

These are the Löwdin partial charges, in e, on atoms 1 to 6:
1. C -0.03
2. H 0.10
3. C -0.06
4. C -0.12
5. H 0.07
6. C -0.22


# 3
Molecular formula: C5H10O
Method: DFT, ωB97M-V with the def2-TZVPD basis set

Structure (ORCA input):
```
! wB97M-V def2-TZVPD RIJCOSX def2/J DEFGRID3
* xyz 0 1
C 0.1871 0.8693 -1.4942
H -1.5778 1.3937 0.4807
H 1.3666 1.2421 0.2685
H 1.1779 -0.9547 1.3137
H -0.5063 1.1667 1.8847
H -0.0067 1.9343 -1.6718
H 1.6759 -2.2204 -0.2801
C 0.4928 0.6446 -0.0191
H -1.2238 -1.2539 1.7779
H -1.5808 -1.0661 0.0415
H 1.0200 0.5618 -2.1345
C -0.7565 0.7951 0.8862
C -0.9303 -0.7393 0.8583
H -0.6994 0.3107 -1.8156
C 0.5344 -0.8439 0.4262
O 0.8268 -1.8399 -0.5223
*
```

## Properties
Calculated total energy = -7393.8657 eV
ΔE to the lowest compared entry with this formula, charge and spin = 0.900 eV

These are the natural (NBO) partial charges, in e, on atoms 1 to 6:
1. C -0.61
2. H 0.21
3. H 0.20
4. H 0.16
5. H 0.20
6. H 0.21


# 4
Molecular formula: C38H49N4O4SSbSe5Y
Method: DFT, ωB97M-V with the def2-TZVPD basis set

Structure (ORCA input):
```
! wB97M-V def2-TZVPD RIJCOSX def2/J DEFGRID3
* xyz -1 1
C 4.1827 -1.8104 1.4404
C 2.7938 -2.8955 -4.1221
N 2.9677 -2.9734 -1.5894
C 0.0534 -3.1773 3.3646
H 0.5753 -3.0395 5.4857
H 0.9309 -5.1553 3.3781
C -3.9788 -0.3168 -1.4744
H 1.1688 3.7400 5.0450
C -3.1331 2.0190 -1.1915
H -3.5468 -0.1579 -3.5990
H -5.5046 1.0133 -0.6147
Se 1.7768 0.1126 -2.5129
S 2.5639 -3.9624 -2.7327
Se 3.7427 3.2131 -4.5794
H -1.1245 -2.6651 5.1387
C -0.2790 -3.2960 4.8553
H -1.1580 5.3636 0.1838
Se 1.2514 0.9375 -0.3739
Se 0.1370 4.5606 -5.8252
C 3.5964 -3.0443 -0.3746
H -4.1495 5.8706 -0.3985
H -1.3549 2.0265 4.5874
N 4.0455 -4.1922 0.1401
H 4.8353 -2.4563 -3.6048
H 1.5271 0.2687 6.2628
H 0.1950 -0.9752 4.9369
H -2.9257 -2.1478 -2.0311
C 1.0616 -0.1006 1.3275
C 1.2152 -4.1420 3.0819
H -1.0327 -3.5944 1.5172
H 2.1699 3.0264 3.7804
H -6.0096 -0.6653 -0.8035
O 0.8425 -2.4242 0.7416
H 4.1960 -0.8415 1.9314
H -2.2181 4.4810 -3.3003
C 2.9525 -0.6368 -5.7714
H 5.1228 -2.9025 3.0532
C 4.5915 -4.1176 1.3477
O -1.0360 -0.9411 -1.0189
O 3.2014 -5.2364 -2.8255
H -4.5640 -2.3769 -1.4120
H 4.9547 -5.0538 1.7605
C 1.7808 -1.4020 -5.7130
H -3.2341 -2.0056 -0.3008
H -0.5507 -4.3308 5.0718
H -2.0375 -2.9432 2.8171
H -0.6447 2.4861 6.1447
H -0.6578 5.3250 -1.5195
H -4.8869 0.8614 -3.0772
H -3.8924 4.0788 -2.9068
C 0.7898 -1.4528 1.6263
C -2.8340 0.6607 -1.1588
H 1.7856 1.9763 6.6341
C -5.1665 -0.0200 -0.5441
H -4.1501 2.2964 -1.4422
C 1.1696 3.0270 4.2182
C -1.2019 -3.6095 2.5899
H 0.7678 -3.0501 -4.8066
C 4.0750 -1.0839 -5.0457
C -3.6425 -1.8009 -1.2900
H -1.4855 -4.6241 2.8818
O 1.0589 -4.0023 -2.6305
H -4.6874 4.1904 -0.4509
C -1.5050 5.4738 -0.8467
C -0.9297 2.6815 -0.6583
H -3.5558 4.7094 0.8013
N 3.0134 0.5073 -6.5159
H 2.1117 0.9290 -6.7129
C -2.2236 3.0531 -0.9755
C 0.7808 0.5945 3.6289
C -1.4874 0.2916 -0.9355
H -1.8527 6.5009 -0.9746
C -3.8314 4.8358 -0.2481
H -0.9436 0.7856 5.7727
N 3.6541 -1.8414 0.2287
H 0.9126 -1.0848 -6.2769
C 4.6896 -2.9395 2.0647
H -3.3426 5.7557 -2.7996
C -0.5951 1.3382 -0.6372
Se -0.1656 2.2117 -5.4646
Y 0.7386 -2.1175 -1.3450
H 0.4643 3.3877 3.4668
C 3.9916 -2.1854 -4.2271
H -0.1587 3.4190 -0.4803
H 4.9866 -0.5009 -5.0828
H 1.3155 1.9041 2.0292
H 3.6317 1.2145 -6.1351
H 2.0957 -3.8536 3.6612
C -4.4105 -0.1100 -2.9332
H -5.1216 -0.8854 -3.2309
H 2.7892 1.1685 5.4185
C 1.0755 0.8874 2.3134
C -3.0497 4.7159 -2.6320
C 1.7008 -2.5096 -4.8881
H 1.4873 -4.1510 2.0293
Sb 1.4585 3.4655 -3.8537
C 0.4524 -0.7309 3.9161
H -4.8944 -0.2151 0.4955
C 1.7798 1.2374 5.8289
C 0.4388 -1.7439 2.9761
C -2.6460 4.5075 -1.1642
C 0.7795 1.6437 4.7379
C -0.6263 1.7388 5.3474
*
```

## Properties
Calculated total energy = -399507.9048 eV
ΔE to the lowest compared entry with this formula, charge and spin = 1.052 eV

These are the Löwdin partial charges, in e, on atoms 1 to 6:
1. C -0.13
2. C -0.34
3. N -0.22
4. C -0.53
5. H 0.08
6. H 0.08


| no. | HOMO (hartree) |
| --- | --- |
| 1 | -0.5354 |
| 2 | -0.2227 |
| 3 | -0.3626 |
| 4 | -0.1670 |